This record from the Open Molecules 2025 dataset describes a structure of composition C17H33ClIO18P. The level of theory is wB97M-V/def2-TZVPD.

HOMO level = -9.724 eV
M = 718.8 g mol⁻¹
energy above the lowest of the compared OMol25 structures with the same formula, charge and spin = 0.00 kJ/mol
total charge = 0
spin multiplicity = 1

```
71
Properties=species:S:1:pos:R:3:mulliken_charge:R:1
O 0.760 2.181 4.037 -0.44
C 1.782 2.698 3.694 0.06
O 3.012 2.107 3.887 -0.13
C 3.542 2.382 5.160 -0.55
I 4.975 3.996 5.044 0.09
P 4.480 0.942 5.946 0.27
O 3.685 0.915 7.381 -0.49
Cl 3.641 -0.693 5.042 -0.16
H 1.825 3.662 3.175 0.48
H 2.762 2.746 5.827 0.51
H 3.959 1.699 7.877 0.34
C -0.169 -0.823 4.089 -0.48
O -0.700 -1.915 3.320 -0.35
C -0.164 -2.033 2.108 0.87
O 0.689 -1.311 1.652 -0.70
O -0.717 -3.067 1.487 -0.34
C -0.220 -3.291 0.158 -0.67
H -0.685 -0.844 5.044 0.33
H 0.899 -0.958 4.244 0.09
H -0.361 0.123 3.596 0.30
H 0.847 -3.499 0.177 0.28
H -0.428 -2.432 -0.476 0.34
H -0.748 -4.160 -0.219 0.20
C 1.344 3.744 -3.583 -0.68
O 0.877 2.680 -2.753 -0.32
C 1.462 2.623 -1.555 0.75
O 2.312 3.376 -1.157 -0.56
O 0.939 1.605 -0.885 -0.26
C 1.484 1.412 0.428 -0.43
H 0.790 3.674 -4.515 0.22
H 1.151 4.709 -3.119 0.29
H 2.407 3.640 -3.790 0.31
H 1.318 2.303 1.032 0.25
H 2.551 1.202 0.371 0.35
H 0.967 0.559 0.863 0.15
C -3.620 -2.380 2.369 -0.62
O -4.045 -2.986 1.141 -0.24
C -5.206 -2.541 0.677 0.77
O -5.901 -1.702 1.186 -0.55
O -5.474 -3.186 -0.460 -0.32
C -6.705 -2.800 -1.075 -0.64
H -2.678 -2.825 2.627 0.15
H -3.487 -1.307 2.237 0.30
H -4.345 -2.573 3.158 0.39
H -6.691 -1.743 -1.333 0.29
H -7.545 -3.008 -0.416 0.29
H -6.791 -3.397 -1.977 0.22
C -2.379 7.603 -7.009 -0.63
O -2.835 6.539 -6.170 -0.33
C -2.245 6.492 -4.978 0.81
O -1.396 7.246 -4.582 -0.54
O -2.754 5.465 -4.302 -0.31
C -2.209 5.301 -2.991 -0.37
H -2.940 7.518 -7.934 0.22
H -2.578 8.568 -6.546 0.29
H -1.315 7.503 -7.213 0.29
H -2.411 6.175 -2.376 0.33
H -1.138 5.122 -3.041 0.02
H -2.699 4.435 -2.557 0.23
C 2.823 -6.864 -3.243 -0.62
O 3.655 -7.096 -2.103 -0.33
C 3.264 -6.461 -1.002 0.82
O 2.305 -5.741 -0.906 -0.52
O 4.115 -6.757 -0.024 -0.31
C 3.813 -6.134 1.227 -0.61
H 3.259 -7.438 -4.054 0.21
H 1.808 -7.208 -3.053 0.29
H 2.814 -5.808 -3.503 0.29
H 2.835 -6.448 1.586 0.29
H 3.843 -5.050 1.134 0.28
H 4.581 -6.463 1.920 0.21
```

---

This record from the Open Molecules 2025 dataset describes a cluster of 2 separate species, C17H33N2O2 in total. The level of theory is wB97M-V/def2-TZVPD.

HOMO level = -11.024 eV
M = 297.5 g mol⁻¹
energy above the lowest of the compared OMol25 structures with the same formula, charge and spin = 1011.11 kJ/mol
total charge = +1
spin multiplicity = 1

```
54
Properties=species:S:1:pos:R:3:mulliken_charge:R:1
C 6.346 -3.704 0.992 -0.45
C 6.512 -2.400 0.435 0.14
N 6.384 -0.935 -0.034 0.04
C 4.961 -0.650 -0.479 -0.60
C 3.813 -1.555 0.264 -0.80
C 2.290 -0.871 0.165 0.60
C 1.144 -1.996 0.601 -0.97
C 2.270 0.271 1.385 -1.07
C 6.674 -0.060 1.201 0.41
O 7.648 0.873 1.206 -0.48
O 5.932 -0.235 2.472 -0.40
H 5.905 -4.653 1.568 0.34
H 4.926 -0.875 -1.642 0.23
H 4.666 0.491 -0.295 0.32
H 4.007 -1.687 1.435 0.33
H 3.791 -2.635 -0.198 0.39
H 2.098 -0.403 -0.897 0.32
H 1.686 -3.002 0.930 0.39
H 0.513 -1.621 1.534 0.19
H 0.374 -2.173 -0.265 0.11
H 2.566 -0.336 2.364 0.32
H 1.200 0.721 1.559 0.09
H 3.069 1.108 1.173 0.24
H 5.005 0.107 2.302 0.33
C -6.010 0.577 -0.717 -1.17
C -5.208 -0.353 0.174 -0.45
C -4.006 0.250 0.916 -0.63
N -2.815 0.774 0.063 0.40
C -3.119 2.186 -0.465 -0.50
C -2.061 2.690 -1.441 -0.72
C -1.805 1.698 -2.564 -0.72
C -1.403 0.342 -2.003 -0.27
C -2.476 -0.204 -1.070 -0.82
C -1.621 0.863 1.041 -1.04
H -5.499 0.768 -1.665 0.31
H -6.972 0.117 -0.968 0.40
H -6.217 1.529 -0.219 0.31
H -4.913 -1.244 -0.391 0.32
H -5.895 -0.723 0.947 0.41
H -3.596 -0.539 1.559 0.38
H -4.322 1.077 1.563 0.40
H -4.079 2.158 -0.974 0.31
H -3.208 2.854 0.399 0.38
H -2.398 3.641 -1.870 0.41
H -1.124 2.911 -0.915 0.30
H -1.017 2.077 -3.224 0.39
H -2.709 1.591 -3.176 0.29
H -0.438 0.418 -1.490 -0.15
H -1.256 -0.362 -2.830 0.46
H -2.167 -1.150 -0.613 0.50
H -3.386 -0.369 -1.653 0.42
H -1.389 -0.146 1.395 0.32
H -1.914 1.503 1.879 0.33
H -0.756 1.286 0.531 0.42
```

---

This record from the Open Molecules 2025 dataset describes a cluster of 6 separate species, C17H34Br3F3N4O6 in total. The level of theory is wB97M-V/def2-TZVPD.

SMILES string = CCOC(=O)C(F)(F)F.BrC(Br)Br.CNC(C)=O.CNC(C)=O.CNC(C)=O.CNC(C)=O
HOMO level = -9.293 eV
M = 687.2 g mol⁻¹
energy above the lowest of the compared OMol25 structures with the same formula, charge and spin = 92.96 kJ/mol
total charge = 0
spin multiplicity = 1

```
67
Properties=species:S:1:pos:R:3:mulliken_charge:R:1
C -5.751 1.561 1.807 -1.19
C -4.593 2.543 1.874 0.64
O -5.005 3.883 1.573 -0.32
C -5.353 4.627 2.610 0.41
O -5.240 4.334 3.755 -0.51
C -5.736 6.048 2.187 0.83
F -6.815 6.471 2.866 -0.26
F -4.708 6.847 2.518 -0.24
F -5.994 6.175 0.888 -0.24
H -6.563 1.636 2.526 0.34
H -5.321 0.561 1.894 0.35
H -6.122 1.674 0.785 0.31
H -3.870 2.254 1.114 -0.09
H -4.049 2.538 2.817 -0.07
Br -1.592 -1.792 0.528 -0.07
C -0.688 -0.491 -0.610 0.29
Br -1.588 1.289 -0.512 -0.14
Br -0.382 -1.148 -2.432 -0.08
H 0.251 -0.260 -0.121 -0.05
C 2.498 -2.303 3.074 -1.00
N 2.861 -2.199 1.687 -0.21
C 2.601 -1.113 0.933 0.55
C 3.385 -1.024 -0.350 -0.62
O 1.833 -0.240 1.330 -0.59
H 2.830 -1.451 3.684 0.32
H 2.947 -3.191 3.513 0.36
H 1.433 -2.290 3.325 0.22
H 3.615 -2.825 1.462 0.38
H 4.434 -1.298 -0.267 0.45
H 3.301 -0.044 -0.814 0.34
H 2.931 -1.698 -1.089 -0.16
C -0.377 0.745 3.063 -0.44
N -1.060 1.410 4.163 -0.12
C -1.434 2.706 4.208 0.63
C -2.142 3.181 5.470 -1.18
O -1.260 3.481 3.268 -0.66
H 0.658 1.073 3.162 0.32
H -0.694 1.023 2.069 -0.08
H -0.360 -0.340 3.106 0.28
H -1.043 1.011 5.090 0.25
H -2.212 4.254 5.328 0.28
H -1.548 2.972 6.361 0.47
H -3.106 2.679 5.504 0.30
C 2.646 -1.250 -4.601 -0.79
N 2.283 -0.032 -5.320 -0.15
C 3.114 0.658 -6.141 0.63
C 2.492 1.890 -6.742 -1.07
O 4.273 0.345 -6.366 -0.61
H 3.304 -1.000 -3.772 0.30
H 3.173 -1.928 -5.269 0.29
H 1.772 -1.796 -4.256 0.18
H 1.669 0.575 -4.796 0.26
H 2.844 1.987 -7.769 0.32
H 2.661 2.771 -6.123 0.27
H 1.406 1.836 -6.859 0.32
C 3.030 -5.645 -3.642 -0.91
N 2.190 -5.236 -2.535 -0.22
C 2.237 -4.031 -1.910 0.77
C 1.527 -3.998 -0.567 -0.42
O 2.945 -3.102 -2.246 -0.66
H 4.086 -5.382 -3.584 0.29
H 2.631 -5.283 -4.589 0.26
H 2.976 -6.734 -3.671 0.35
H 1.844 -5.963 -1.937 0.27
H 0.635 -3.370 -0.554 -0.01
H 2.156 -3.592 0.221 -0.07
H 1.136 -4.987 -0.323 0.38
```

---

This record from the Open Molecules 2025 dataset describes a structure of composition C17H34Cl2NOP2Sn. The level of theory is wB97M-V/def2-TZVPD.

HOMO level = -17.979 eV
M = 520.0 g mol⁻¹
total charge = +3
spin multiplicity = 1

```
58
Properties=species:S:1:pos:R:3:mulliken_charge:R:1
C 1.176 -0.022 -6.047 -1.10
C 0.882 0.224 -4.604 0.78
H 2.258 -0.016 -6.201 0.33
H 0.714 0.754 -6.664 0.36
H 0.767 -0.990 -6.350 0.35
O 1.684 0.389 -3.707 -0.49
Cl -0.890 0.244 -4.260 -0.15
Sn 0.276 0.080 -0.514 0.62
P -0.227 2.678 -0.469 0.75
C 0.935 3.618 0.556 -1.05
C -0.029 3.242 -2.171 -1.00
H -0.205 4.325 -2.196 0.47
H -1.983 4.294 -0.160 0.46
H -0.749 2.729 -2.820 0.31
H -2.641 2.640 -0.377 0.41
H 1.969 3.388 0.265 0.38
H 0.989 3.023 -2.520 0.37
C -1.856 3.236 0.097 -1.16
H 0.730 4.685 0.395 0.46
H -1.944 3.119 1.184 0.28
H 0.788 3.369 1.617 0.25
P 0.033 -2.624 -0.047 0.73
C 1.252 -3.412 1.056 -1.07
C -1.538 -3.314 0.580 -1.14
H -0.440 -3.001 -2.382 0.39
H 0.106 -4.500 -1.554 0.45
H 1.300 -3.238 -2.017 0.40
C 0.276 -3.420 -1.661 -1.19
H -2.378 -2.886 0.022 0.43
H -1.530 -4.407 0.468 0.48
H 1.078 -4.499 1.028 0.45
H 1.110 -3.043 2.085 0.28
H -1.661 -3.065 1.644 0.27
H 2.272 -3.183 0.715 0.38
Cl -2.087 -0.052 0.353 -0.42
C -0.392 -0.735 5.299 -0.85
N -1.062 -0.446 4.004 0.29
C -2.539 -0.346 4.212 -0.78
C -0.549 0.803 3.251 -0.99
C 0.877 0.614 2.782 0.23
C 1.826 0.846 3.785 -0.67
C 3.174 0.559 3.618 -0.75
C 3.629 0.142 2.372 -0.93
C 2.693 -0.021 1.346 -0.88
C 1.324 0.228 1.502 1.46
H -0.425 0.149 5.945 0.36
H 0.635 -1.062 5.137 0.40
H -0.952 -1.543 5.773 0.39
H -0.856 -1.244 3.374 0.14
H -2.724 0.561 4.800 0.38
H -3.006 -0.284 3.226 0.29
H -2.866 -1.235 4.762 0.38
H -1.263 0.931 2.429 0.05
H -0.684 1.627 3.980 0.42
H 1.485 1.216 4.751 0.57
H 3.877 0.641 4.444 0.46
H 4.683 -0.061 2.180 0.47
H 3.056 -0.352 0.368 0.49
```

---

> Number 1 is which compound?

C17H33ClIO18P